1.
Here is a molecular structure, C2H4DyF3NO4S at a distorted geometry from the Open Molecules 2025 dataset. Energies are from ωB97M-V/def2-TZVPD.

Values from the calculation:
Maximum force in eV Å⁻¹: 7.8
Total energy in Ha: -2016.70613
HOMO-LUMO gap (spin up / spin down) in eV: 8.02 / 6.31
<S²>: 9.7594
HOMO level (spin up / spin down) in eV: -13.759 / -13.593
Total charge: +1
Spin multiplicity: 6

CARTESIAN COORDINATES (ANGSTROEM)
O: -0.543 -2.598 -0.056
C: -0.529 -3.606 0.913
Dy: 0.945 -1.684 -1.567
H: 0.002 -3.272 1.822
H: -1.555 -3.863 1.223
H: -0.032 -4.525 0.560
O: -0.638 0.193 0.050
H: -1.223 -0.808 0.150
N: 0.013 0.575 -1.147
S: 0.669 2.025 -1.180
O: 2.132 2.107 -1.180
O: -0.011 2.783 -2.233
C: 0.262 2.994 0.375
F: -0.852 3.685 0.196
F: 1.249 3.831 0.671
F: 0.110 2.163 1.404

Cartesian forces (eV/Å) of the 6 atoms listed first:
O 1.42 2.08 -2.10
C -0.19 -0.47 0.99
Dy -1.35 -1.21 1.37
H -0.14 -0.12 -0.25
H 0.34 0.01 -0.20
H -0.19 0.25 -0.01

2.
Here is 2 unconnected molecules or ions with the total composition C2H4F2 at a distorted geometry from the Open Molecules 2025 dataset. Energies are from ωB97M-V/def2-TZVPD.

Values from the calculation:
Maximum force in eV Å⁻¹: 2.7
Total energy in Ha: -278.16315
HOMO-LUMO gap (spin up / spin down) in eV: 7.89 / 11.00
HOMO level (spin up / spin down) in eV: -8.353 / -10.427
ΔE to the lowest compared entry with this formula, charge and spin in kcal/mol: 107.99

CARTESIAN COORDINATES (ANGSTROEM)
C: 0.208 0.409 0.466
C: 0.826 0.114 -0.867
F: 1.755 -0.873 -0.934
F: 1.240 1.039 -1.690
H: -0.917 0.060 0.587
H: 0.865 -0.104 1.196
H: 0.313 1.518 0.592
H: -1.275 -0.124 -2.220

Cartesian forces (eV/Å) of the 6 atoms listed first:
C -0.60 0.22 0.18
C -0.75 -1.83 -0.87
F -0.77 0.30 0.56
F 0.05 1.22 0.08
H 2.55 0.77 -0.40
H -0.60 0.30 -0.05

3.
Here is a single C2H4F2INOS molecule at a distorted geometry from the Open Molecules 2025 dataset. Energies are from ωB97M-V/def2-TZVPD.

Values from the calculation:
Maximum force in eV Å⁻¹: 3.6
Total energy in Ha: -1104.10331
HOMO-LUMO gap in eV: 9.96
HOMO level in eV: -9.975

CARTESIAN COORDINATES (ANGSTROEM)
C: 0.476 -0.980 -1.324
C: -1.286 0.590 0.470
N: 1.623 0.764 0.498
O: 0.389 -1.202 1.436
F: -2.208 -0.259 0.947
F: -1.707 1.001 -0.740
S: 0.580 -0.265 0.361
I: -1.192 2.372 1.733
H: -0.248 -1.948 -1.435
H: 0.159 0.026 -1.758
H: 1.522 -1.174 -1.593
H: 1.892 1.076 1.405

Cartesian forces (eV/Å) of the 6 atoms listed first:
C -0.73 0.68 0.42
C 0.80 0.19 0.08
N 0.77 0.48 -2.33
O 0.07 -0.92 -0.11
F 0.61 0.15 -0.26
F 0.02 -0.19 -0.22

4.
Here is a gas-phase ion, C2H4F2N (charge +1) at a distorted geometry from the Open Molecules 2025 dataset. Energies are from ωB97M-V/def2-TZVPD.

Values from the calculation:
Maximum force in eV Å⁻¹: 5.9
Total energy in Ha: -332.56095
HOMO-LUMO gap in eV: 13.37
HOMO level in eV: -19.324
ΔE to the lowest compared entry with this formula, charge and spin in kcal/mol: 33.63
Total charge: +1

CARTESIAN COORDINATES (ANGSTROEM)
C: -0.380 -0.208 -0.788
C: 0.878 -0.094 -0.007
N: -0.349 0.339 0.518
F: -0.850 1.546 0.688
F: -1.005 -0.314 1.659
H: -0.625 0.518 -1.426
H: -0.668 -1.266 -1.001
H: 1.292 -1.028 0.669
H: 1.708 0.506 -0.312

Cartesian forces (eV/Å) of the 6 atoms listed first:
C 0.75 -4.99 1.20
C 3.29 -2.84 1.74
N -4.24 -0.79 4.05
F 0.87 1.31 -0.59
F 1.99 0.22 -2.37
H -0.78 2.66 -2.83

5.
Here is a single C2H4F2N2O2 molecule at a distorted geometry from the Open Molecules 2025 dataset. Energies are from ωB97M-V/def2-TZVPD.

Values from the calculation:
Maximum force in eV Å⁻¹: 3.4
Total energy in Ha: -538.21282
HOMO-LUMO gap in eV: 10.86
HOMO level in eV: -10.150
ΔE to the lowest compared entry with this formula, charge and spin in kcal/mol: 61.89

CARTESIAN COORDINATES (ANGSTROEM)
C: -0.947 -0.427 -0.885
C: 0.645 0.949 0.143
N: -1.068 -1.675 -1.367
N: 0.796 0.482 1.824
O: -1.808 0.398 -0.792
O: 0.376 -0.191 -0.551
F: 2.112 0.124 1.960
F: 0.726 1.676 2.493
H: 1.625 1.343 -0.109
H: -0.170 1.672 0.156
H: -1.986 -2.030 -1.583
H: -0.300 -2.319 -1.290

Cartesian forces (eV/Å) of the 6 atoms listed first:
C 0.16 0.13 0.03
C 0.31 -0.31 3.12
N 0.02 -0.41 -0.08
N -1.27 0.13 -3.13
O -0.26 0.20 0.11
O 0.06 -0.38 -0.16

6.
Here is 2 unconnected molecules or ions with the total composition C2H4F2NO at a distorted geometry from the Open Molecules 2025 dataset. Energies are from ωB97M-V/def2-TZVPD.

Values from the calculation:
Maximum force in eV Å⁻¹: 2.6
Total energy in Ha: -408.20683
HOMO-LUMO gap (spin up / spin down) in eV: 6.75 / 6.57
HOMO level (spin up / spin down) in eV: -2.202 / -2.079
ΔE to the lowest compared entry with this formula, charge and spin in kcal/mol: 34.27
Total charge: -1

CARTESIAN COORDINATES (ANGSTROEM)
C: -0.107 -1.312 0.298
C: -0.586 0.174 -0.021
N: 0.957 1.941 -0.140
O: 2.093 1.361 -0.229
F: -1.209 0.235 -1.259
F: -1.669 0.376 0.864
H: -0.964 -2.069 0.319
H: 0.824 -1.664 -0.164
H: 0.092 -1.251 1.381
H: 0.568 2.209 -1.049

Cartesian forces (eV/Å) of the 6 atoms listed first:
C -1.22 0.83 1.21
C 0.80 -0.41 0.24
N 0.80 -1.47 1.96
O -0.99 0.98 -0.58
F -0.24 -0.44 -0.55
F 0.15 -0.02 0.02

7.
Here is 2 unconnected molecules or ions with the total composition C2H4F3NOS at a distorted geometry from the Open Molecules 2025 dataset. Energies are from ωB97M-V/def2-TZVPD.

Values from the calculation:
Maximum force in eV Å⁻¹: 2.2
Total energy in Ha: -906.28317
HOMO-LUMO gap in eV: 8.47
HOMO level in eV: -9.846
ΔE to the lowest compared entry with this formula, charge and spin in kcal/mol: 42.65

CARTESIAN COORDINATES (ANGSTROEM)
C: -1.135 1.762 -1.650
C: 0.881 -1.910 1.678
N: 1.847 0.672 0.962
O: -0.735 0.412 -1.615
F: 1.094 -2.250 2.955
F: -0.312 -1.322 1.585
F: 0.867 -3.027 0.945
S: 2.359 -0.673 1.037
H: -0.611 2.220 -2.485
H: -2.215 1.855 -1.812
H: -0.866 2.282 -0.727
H: -1.173 -0.021 -0.872

Cartesian forces (eV/Å) of the 6 atoms listed first:
C -0.16 0.20 0.08
C 0.54 0.49 -0.25
N -0.51 1.59 -0.11
O 0.06 -0.58 0.15
F 0.01 0.04 -0.01
F 0.25 0.03 -0.01

8.
Here is a molecular structure, C2H4F4N3O2P3 at a distorted geometry from the Open Molecules 2025 dataset. Energies are from ωB97M-V/def2-TZVPD.

Values from the calculation:
Maximum force in eV Å⁻¹: 3.3
Total energy in Ha: -1816.89161
HOMO-LUMO gap in eV: 8.91
HOMO level in eV: -9.641
ΔE to the lowest compared entry with this formula, charge and spin in kcal/mol: 9.73

CARTESIAN COORDINATES (ANGSTROEM)
C: 1.458 1.452 1.412
C: -1.044 -2.498 1.176
N: -1.567 0.325 -0.230
N: 1.110 -0.222 -0.195
N: -0.651 1.843 -2.071
O: 1.013 1.207 0.108
O: -0.860 -2.197 -0.168
F: 0.085 -2.219 1.862
F: -1.887 -1.641 1.734
F: 0.528 1.332 -4.215
F: -0.515 -1.063 -2.135
P: -1.379 1.850 -0.568
P: -0.369 -0.710 -0.554
P: 0.781 1.630 -2.614
H: 1.334 2.626 1.476
H: 2.417 0.947 1.364
H: 0.684 0.889 2.210
H: -1.138 -3.552 1.407

Cartesian forces (eV/Å) of the 6 atoms listed first:
C -2.56 0.09 1.43
C 1.83 0.85 0.60
N 0.57 -0.37 0.49
N -0.54 0.28 0.08
N 0.41 0.51 0.33
O -0.98 -0.39 -1.22